A single C17H22O6 molecule in a non-equilibrium geometry. Source: OMol25; level of theory: ωB97M-V/def2-TZVPD.

Geometry (Å):
C  -5.111  -1.866  1.880
H  -4.216  -2.456  2.102
O  -5.079  -1.349  0.572
C  -4.076  -0.490  0.237
C  -4.105  0.000  -1.069
C  -3.137  0.876  -1.507
C  -2.110  1.288  -0.663
C  -2.088  0.802  0.633
C  -3.057  -0.078  1.087
H  -3.003  -0.432  2.104
H  -1.304  1.108  1.310
C  -1.053  2.237  -1.193
C  -0.247  2.854  -0.099
C  1.040  2.567  0.100
O  1.769  1.672  -0.658
C  1.000  0.794  -1.453
O  0.407  -0.223  -0.706
C  1.230  -0.901  0.228
C  2.454  -1.584  -0.379
H  3.156  -0.834  -0.749
C  3.172  -2.453  0.651
C  4.518  -2.946  0.111
H  4.969  -3.646  0.829
O  5.406  -1.893  -0.175
H  5.577  -1.403  0.638
H  4.373  -3.468  -0.837
H  3.345  -1.871  1.561
H  2.557  -3.314  0.914
H  2.137  -2.198  -1.225
H  1.545  -0.211  1.024
H  0.560  -1.645  0.666
C  -0.112  1.540  -2.192
H  0.358  2.280  -2.841
H  -0.660  0.822  -2.799
H  1.732  0.385  -2.171
C  1.843  3.185  1.195
O  1.390  3.970  1.983
O  3.118  2.777  1.237
H  3.288  2.161  0.505
H  -0.721  3.556  0.568
H  -1.577  3.040  -1.727
H  -3.180  1.250  -2.520
H  -4.903  -0.321  -1.720
H  -5.215  -1.070  2.625
H  -5.987  -2.512  1.920

Values from the calculation:
ΔE to the lowest compared entry with this formula, charge and spin = 0.120 eV
Largest force on an atom = 0.020 Eh/bohr
HOMO energy = -8.334 eV
SMILES = COc1ccc([C@H]2C=C(C(=O)O)O[C@@H](OCCCCO)C2)cc1
LUMO level = 0.549 eV
DFT total energy = -1112.41479 Eh
HOMO-LUMO gap = 8.8833 eV